Formula: C42H90N12O12
Source: the Open Molecules 2025 dataset
Level of theory: the ωB97M-V functional and the def2-TZVPD basis

Output
Total charge: 0
HOMO, eV: -8.80
Frontier orbital gap, eV: 8.9
Maximum force, eV/Å: 4.2
DFT total energy, eV: -87462.2787
Spin multiplicity: 1

Each line ends with the Mulliken charge.
Cartesian coordinates (Å):
C: 0.53 -1.40 -0.60  -0.596
C: 0.40 -0.03 -1.29  1.208
C: -0.41 1.06 -0.63  2.857
C: -0.02 1.42 0.72  -0.903
N: 0.35 1.71 1.81  0.023
H: 1.55 -1.77 -0.69  -0.067
H: -0.14 -2.15 -1.02  -0.220
H: 0.35 -1.36 0.47  0.368
H: 0.08 -0.13 -2.33  0.190
H: 1.40 0.34 -1.51  -1.273
H: -1.45 0.74 -0.64  -0.931
H: -0.33 1.91 -1.31  -0.603
C: 0.25 -2.56 4.71  -1.518
C: 1.39 -2.01 3.78  0.071
C: 1.49 -0.51 3.78  2.194
C: 1.98 0.14 5.03  -0.145
N: 2.38 0.63 6.00  -0.692
H: 0.60 -2.41 5.73  0.452
H: 0.12 -3.62 4.50  0.435
H: -0.68 -1.99 4.77  0.133
H: 1.30 -2.39 2.77  -0.115
H: 2.34 -2.39 4.15  0.394
H: 0.54 -0.13 3.40  -0.118
H: 2.28 -0.13 3.13  -1.137
C: -3.63 -2.91 -3.28  -1.400
C: -3.22 -1.38 -3.49  0.973
C: -2.13 -1.06 -4.48  0.853
C: -2.37 -1.30 -5.92  -0.308
N: -2.53 -1.53 -7.06  -0.609
H: -4.37 -3.19 -4.03  0.432
H: -4.04 -3.12 -2.29  0.248
H: -2.78 -3.59 -3.31  0.331
H: -2.87 -1.09 -2.50  -0.715
H: -4.08 -0.72 -3.62  0.140
H: -1.28 -1.66 -4.18  0.249
H: -1.96 0.01 -4.31  -0.194
C: 1.34 0.48 -7.15  -0.573
O: 2.38 0.01 -6.31  -0.353
C: 2.12 -0.51 -5.11  0.680
O: 1.01 -0.93 -4.74  -0.540
O: 3.28 -0.79 -4.52  -0.300
C: 3.42 -1.38 -3.28  -0.307
H: 0.73 1.19 -6.58  0.184
H: 0.72 -0.33 -7.52  0.335
H: 1.78 1.04 -7.97  0.247
H: 4.23 -0.94 -2.70  0.341
H: 3.52 -2.46 -3.31  0.396
H: 2.61 -1.15 -2.59  -0.178
C: -2.69 2.58 -3.39  0.210
O: -3.27 1.75 -2.64  -0.621
N: -3.07 2.73 -4.66  0.207
C: -2.50 3.82 -5.51  -1.005
C: -4.20 1.90 -5.26  -0.997
H: -2.08 3.42 -3.03  0.279
H: -1.74 4.45 -5.04  0.321
H: -3.30 4.48 -5.86  0.346
H: -2.02 3.37 -6.38  0.324
H: -4.68 1.21 -4.57  0.214
H: -4.96 2.62 -5.56  0.402
H: -3.86 1.23 -6.05  0.360
C: -4.10 0.26 0.65  0.360
O: -3.56 0.89 1.58  -0.655
N: -5.13 -0.59 0.85  0.277
C: -5.57 -1.49 -0.20  -0.548
C: -5.81 -0.81 2.03  -0.958
H: -3.83 0.34 -0.41  0.146
H: -4.76 -1.59 -0.92  -0.242
H: -6.45 -1.19 -0.76  0.350
H: -5.80 -2.46 0.23  0.388
H: -5.50 -0.08 2.78  0.214
H: -6.89 -0.67 1.93  0.398
H: -5.65 -1.81 2.45  0.293
C: -1.33 0.33 6.60  0.153
O: -1.62 -0.65 7.25  -0.597
N: -2.00 0.65 5.47  0.241
C: -1.76 1.83 4.72  -0.774
C: -3.15 -0.06 4.92  -1.076
H: -0.48 0.98 6.85  0.369
H: -2.63 2.48 4.72  0.446
H: -1.61 1.61 3.66  -0.091
H: -0.91 2.39 5.13  0.333
H: -3.02 -0.36 3.88  0.197
H: -3.28 -1.02 5.42  0.396
H: -4.03 0.59 4.97  0.424
C: 5.98 -2.04 1.72  -0.127
O: 6.76 -1.95 2.65  -0.642
N: 5.09 -1.09 1.36  0.255
C: 4.11 -1.40 0.31  -0.636
C: 5.06 0.24 1.96  -0.617
H: 6.01 -2.93 1.07  0.587
H: 4.39 -0.80 -0.56  0.311
H: 3.12 -1.12 0.66  -0.009
H: 4.23 -2.45 0.05  0.143
H: 4.25 0.37 2.68  0.023
H: 5.95 0.55 2.50  0.442
H: 4.97 0.99 1.18  0.145
C: 2.45 -5.25 0.10  0.013
O: 1.71 -4.35 0.50  -0.574
N: 3.55 -5.46 0.85  0.298
C: 3.90 -4.73 2.07  -0.805
C: 4.32 -6.64 0.48  -1.029
H: 2.36 -5.92 -0.77  0.338
H: 4.96 -4.49 2.13  0.431
H: 3.65 -5.39 2.90  0.421
H: 3.44 -3.76 2.25  -0.046
H: 4.31 -7.26 1.38  0.335
H: 3.92 -7.23 -0.34  0.355
H: 5.30 -6.28 0.15  0.307
C: 3.61 2.13 -1.85  -0.177
O: 3.10 1.92 -0.76  -0.403
N: 2.93 2.72 -2.90  0.504
C: 3.51 2.94 -4.24  -0.886
C: 1.58 3.30 -2.78  -0.966
H: 4.68 2.04 -2.08  0.315
H: 3.26 3.92 -4.64  0.340
H: 3.03 2.28 -4.96  0.231
H: 4.59 2.84 -4.29  0.308
H: 0.80 2.74 -3.30  0.298
H: 1.28 3.39 -1.74  0.039
H: 1.54 4.34 -3.10  0.491
C: -3.98 -5.42 0.25  0.159
O: -4.94 -5.45 1.08  -0.619
N: -2.94 -4.53 0.30  0.231
C: -1.95 -4.34 -0.75  -0.177
C: -2.78 -3.69 1.49  -0.929
H: -3.86 -6.04 -0.65  0.330
H: -1.96 -3.31 -1.11  -0.327
H: -2.18 -5.02 -1.57  0.473
H: -0.92 -4.53 -0.43  0.177
H: -1.84 -3.87 2.03  0.424
H: -2.71 -2.61 1.33  0.033
H: -3.63 -3.78 2.17  0.314
C: -0.86 5.39 0.14  0.170
O: -0.55 5.10 -1.03  -0.600
N: -1.77 4.70 0.83  0.193
C: -1.93 4.88 2.30  -0.648
C: -2.65 3.65 0.21  -0.411
H: -0.45 6.13 0.85  0.248
H: -1.35 5.75 2.59  0.349
H: -1.50 3.95 2.69  0.051
H: -2.98 4.92 2.59  0.255
H: -2.30 2.65 0.47  -0.194
H: -3.65 3.67 0.65  0.472
H: -2.71 3.68 -0.88  -0.033
C: 1.68 4.90 3.72  0.657
O: 1.36 6.02 4.09  -0.707
N: 2.94 4.53 3.58  0.141
C: 3.36 3.18 3.13  -0.315
C: 4.00 5.35 4.06  -1.040
H: 0.99 4.14 3.33  -0.042
H: 2.52 2.60 2.74  -0.433
H: 3.79 2.61 3.96  0.332
H: 4.14 3.23 2.38  0.443
H: 4.57 5.77 3.22  0.317
H: 3.73 6.16 4.73  0.357
H: 4.69 4.64 4.52  0.313



Formula: C4H10S2
Source: the Open Molecules 2025 dataset
Level of theory: the ωB97M-V functional and the def2-TZVPD basis

Output
Total charge: 0
Energy above the lowest of the compared OMol25 structures with the same formula, charge and spin, kcal/mol: 8.5
Structure (SMILES): CCSSCC
HOMO, eV: -8.72
Frontier orbital gap, eV: 9.6
Maximum force, eV/Å: 1.9
DFT total energy, eV: -25980.6171
Spin multiplicity: 1

Each line ends with the Mulliken charge.
Cartesian coordinates (Å):
C: 0.13 1.38 -1.75  -0.982
C: 1.25 0.38 -1.37  -0.459
S: 1.92 0.48 0.32  -0.117
S: 0.44 0.95 1.54  -0.108
C: -0.42 -0.55 2.03  -0.369
C: -1.16 -1.36 0.99  -0.915
H: 0.15 1.46 -2.83  0.346
H: 0.36 2.33 -1.28  0.294
H: -0.82 1.00 -1.39  0.236
H: 2.06 0.57 -2.08  0.369
H: 0.95 -0.66 -1.54  0.312
H: 0.28 -1.09 2.65  0.352
H: -1.24 -0.14 2.65  0.251
H: -1.96 -1.93 1.44  0.351
H: -0.45 -2.07 0.52  0.247
H: -1.48 -0.77 0.13  0.191